1.
{
  "formula": "C14H20ClN3O14",
  "method": "ωB97M-V/def2-TZVPD",
  "e_tot_ha": -2222.784977,
  "charge": -4,
  "elements": ["N", "H", "H", "H", "H", "N", "H", "H", "H", "H", "N", "H", "H", "H", "H", "C", "C", "C", "O", "C", "C", "C", "O", "O", "O", "H", "H", "C", "C", "C", "O", "C", "C", "C", "O", "O", "O", "H", "H", "O", "C", "C", "O", "H", "H", "H", "H", "Cl", "O", "O", "O", "O"],
  "positions_angstrom": [[-0.17006, 0.57522, -0.01199], [-0.32729, -0.06416, 0.75391], [-0.70037, 0.31637, -0.83167], [0.81440, 0.40791, -0.16342], [-0.33778, 1.52892, 0.27509], [1.78791, 0.16469, 3.18547], [2.47494, 0.09361, 2.44855], [0.94695, -0.32641, 2.91772], [1.54633, 1.13573, 3.32268], [2.16444, -0.23138, 4.03485], [-1.79952, -2.86412, 0.80089], [-1.25519, -2.12851, 1.22830], [-2.24428, -2.60650, -0.06854], [-2.60028, -2.83917, 1.41591], [-1.28345, -3.73171, 0.76827], [-2.60929, -0.22478, -4.12180], [-2.60098, -0.92832, -2.93978], [-3.64011, -1.97458, -2.60914], [-3.62040, -2.73362, -1.52718], [-4.78224, -2.10705, -3.33518], [-4.98588, -1.38405, -4.58749], [-3.73543, -0.39910, -5.04075], [-3.76137, 0.15411, -6.15793], [-5.97080, -1.56303, -5.32792], [-1.61448, -0.64182, -2.11374], [-1.81114, 0.41569, -4.46699], [-5.54725, -2.83192, -3.09913], [3.98236, 0.64614, -1.54109], [5.16516, 1.27061, -2.11895], [6.31274, 1.68810, -1.08146], [7.31632, 2.21489, -1.49656], [6.04560, 1.54213, 0.35277], [4.89673, 1.00511, 0.80108], [3.81590, 0.48058, -0.21106], [2.64271, 0.03751, 0.10115], [4.71796, 1.05383, 2.07563], [5.18390, 1.79609, -3.26257], [3.24619, 0.30526, -2.25401], [6.74186, 2.03892, 1.01218], [-0.57170, -0.91490, 2.34921], [-1.52117, -1.00072, 3.43712], [-3.12473, -1.09916, 3.20564], [-3.83875, -2.19425, 2.52344], [-1.38748, -0.16228, 4.12068], [-1.22314, -1.87185, 4.02056], [-3.39030, -0.13453, 2.77312], [-3.52176, -1.01544, 4.21730], [0.85312, 3.83792, 1.25553], [1.21311, 5.21795, 1.46300], [-0.54184, 3.79565, 0.83575], [1.66706, 3.23200, 0.21638], [0.98279, 3.01840, 2.45620]],
  "nbo_charge": [-0.912, 0.458, 0.468, 0.465, 0.431, -0.889, 0.483, 0.473, 0.450, 0.384, -0.941, 0.459, 0.478, 0.475, 0.376, -0.513, 0.388, 0.389, -0.775, -0.518, 0.446, 0.438, -0.690, -0.700, -0.803, 0.207, 0.188, -0.501, 0.429, 0.452, -0.674, -0.546, 0.399, 0.392, -0.817, -0.796, -0.670, 0.202, 0.183, -1.036, -0.085, -0.087, -0.993, 0.113, 0.098, 0.115, 0.095, 2.526, -0.868, -0.894, -0.834, -0.914]
}


2.
{
  "formula": "C34H74N4O24P6",
  "method": "ωB97M-V/def2-TZVPD",
  "de_lowest_ev": 0.000,
  "charge": 0,
  "elements": ["C", "O", "P", "O", "O", "C", "O", "C", "H", "H", "H", "H", "H", "H", "H", "H", "H", "C", "O", "P", "O", "O", "C", "O", "C", "H", "H", "H", "H", "H", "H", "H", "H", "H", "C", "O", "P", "O", "O", "C", "O", "C", "H", "H", "H", "H", "H", "H", "H", "H", "H", "C", "O", "P", "O", "O", "C", "O", "C", "H", "H", "H", "H", "H", "H", "H", "H", "H", "C", "O", "P", "O", "O", "C", "O", "C", "H", "H", "H", "H", "H", "H", "H", "H", "H", "C", "O", "P", "O", "O", "C", "O", "C", "H", "H", "H", "H", "H", "H", "H", "H", "H", "N", "C", "C", "C", "C", "H", "H", "H", "H", "H", "N", "C", "C", "C", "C", "H", "H", "H", "H", "H", "N", "C", "C", "C", "C", "H", "H", "H", "H", "H", "N", "C", "C", "C", "C", "H", "H", "H", "H", "H"],
  "positions_angstrom": [[-19.68381, -24.07139, -11.29693], [-18.46618, -24.72290, -10.92631], [-18.20530, -25.20868, -9.44095], [-19.39242, -25.53169, -8.68132], [-17.25009, -26.42498, -9.65457], [-15.94419, -26.26980, -10.19940], [-17.27581, -24.07523, -8.84358], [-17.91870, -23.07369, -8.07347], [-20.39569, -24.02884, -10.46699], [-20.15807, -24.64300, -12.09301], [-19.49239, -23.04720, -11.61458], [-15.72288, -25.21928, -10.37793], [-15.87944, -26.79107, -11.15181], [-15.20482, -26.65651, -9.50157], [-18.84332, -23.38342, -7.58134], [-18.20756, -22.22525, -8.70356], [-17.22574, -22.66301, -7.34228], [-24.48720, -24.29560, -5.46689], [-24.69486, -24.00076, -6.84016], [-23.50273, -23.62644, -7.78153], [-22.54585, -22.67240, -7.22105], [-24.21056, -22.98671, -9.03784], [-25.52735, -23.35079, -9.44471], [-22.99025, -25.02701, -8.25738], [-22.04538, -25.07624, -9.34384], [-23.45474, -24.18551, -5.14000], [-24.84821, -25.29926, -5.23994], [-25.11115, -23.62767, -4.87098], [-25.90097, -24.23740, -8.93749], [-25.53692, -23.52892, -10.51972], [-26.21244, -22.52516, -9.25175], [-22.42401, -25.76463, -10.10186], [-21.09066, -25.47013, -9.00175], [-21.94529, -24.10145, -9.82199], [-15.99004, -14.51570, -3.45533], [-16.78415, -15.61148, -3.91010], [-16.06152, -16.86734, -4.51057], [-15.09403, -17.54964, -3.66023], [-15.45974, -16.29876, -5.86896], [-14.46101, -17.05600, -6.56767], [-17.32981, -17.70121, -4.91973], [-17.24464, -19.00802, -5.44249], [-14.99522, -14.83893, -3.14744], [-16.54749, -14.05758, -2.64500], [-15.84874, -13.77205, -4.24326], [-13.52783, -16.56138, -6.27287], [-14.53067, -17.00092, -7.64774], [-14.31754, -18.08078, -6.22323], [-16.33335, -19.52500, -5.12862], [-17.26026, -19.01278, -6.53772], [-18.10374, -19.58227, -5.09806], [-23.79060, -22.68119, -2.12452], [-22.81789, -22.08194, -2.95909], [-21.73929, -21.10200, -2.38469], [-22.18055, -19.85546, -1.78658], [-20.93416, -22.04225, -1.39049], [-19.87501, -21.45656, -0.64088], [-20.81620, -20.89871, -3.62675], [-20.36182, -22.03758, -4.37611], [-23.60984, -22.58528, -1.04932], [-23.74656, -23.75299, -2.31764], [-24.78082, -22.26366, -2.28925], [-19.04300, -22.15736, -0.58113], [-20.17052, -21.25820, 0.39233], [-19.53850, -20.50814, -1.06025], [-19.34371, -22.27356, -4.04715], [-20.28896, -21.75408, -5.41904], [-21.00022, -22.89934, -4.21304], [-22.97306, -20.38451, -15.10912], [-22.19401, -19.20429, -14.87675], [-20.69833, -19.15750, -15.35316], [-19.86558, -20.29561, -14.97548], [-20.82402, -18.88919, -16.89381], [-19.65965, -19.04461, -17.71591], [-20.21885, -17.75884, -14.78357], [-20.35804, -17.52743, -13.39632], [-23.54149, -20.23290, -16.02875], [-23.68086, -20.47879, -14.28888], [-22.37980, -21.29108, -15.21383], [-19.51933, -18.15498, -18.32454], [-19.84464, -19.90865, -18.34877], [-18.76674, -19.19351, -17.11158], [-19.76487, -16.66405, -13.10560], [-20.08086, -18.38932, -12.78187], [-21.40406, -17.31344, -13.14862], [-12.63445, -22.97025, -9.39029], [-13.62272, -22.53084, -10.34203], [-14.32469, -21.18954, -9.95479], [-14.87602, -21.10833, -8.60780], [-13.21766, -20.11001, -10.23924], [-13.46242, -18.78066, -9.72594], [-15.34898, -20.99493, -11.13500], [-16.60035, -20.39395, -10.81850], [-12.05735, -22.12975, -8.99480], [-11.89210, -23.54619, -9.94185], [-13.09932, -23.53216, -8.58912], [-12.73744, -18.63182, -8.92336], [-14.46320, -18.71074, -9.30770], [-13.25744, -18.06282, -10.51353], [-16.79776, -19.58607, -11.53371], [-16.61425, -19.92743, -9.83634], [-17.46818, -21.04178, -10.95816], [-16.06306, -15.82080, -11.85342], [-15.19966, -15.10259, -11.06713], [-15.52782, -15.36779, -9.76042], [-16.61741, -16.29298, -9.75510], [-16.93302, -16.52614, -11.06595], [-16.11606, -15.71259, -12.84911], [-14.45039, -14.48027, -11.52362], [-14.98309, -14.94506, -8.93126], [-17.05619, -16.66669, -8.84489], [-17.76119, -17.03825, -11.52718], [-25.74275, -19.25440, -11.55644], [-25.33020, -20.55768, -11.50411], [-25.98138, -21.23258, -12.49642], [-26.87163, -20.33211, -13.11575], [-26.68362, -19.11006, -12.51150], [-25.45827, -18.56221, -10.86947], [-24.61352, -20.88677, -10.77074], [-25.87651, -22.28400, -12.71548], [-27.57574, -20.53504, -13.90415], [-27.16780, -18.16266, -12.67376], [-20.71966, -21.03759, -8.48723], [-19.71565, -20.21630, -8.06626], [-19.50336, -19.27213, -9.03606], [-20.43034, -19.53471, -10.08202], [-21.12062, -20.66733, -9.72534], [-21.11286, -21.84248, -8.00520], [-19.29912, -20.33064, -7.08299], [-18.81795, -18.43780, -9.02544], [-20.65496, -18.92911, -10.94443], [-21.94229, -21.13508, -10.24262], [-22.74787, -17.00710, -9.90280], [-23.82339, -16.27737, -10.32219], [-24.94588, -16.83553, -9.77257], [-24.52275, -17.92127, -8.94436], [-23.15463, -17.95636, -9.01316], [-21.79194, -16.84714, -10.16134], [-23.73809, -15.46560, -11.02257], [-25.94664, -16.48075, -9.96243], [-25.14870, -18.62365, -8.41943], [-22.46538, -18.63800, -8.54791]],
  "mulliken_charge": [0.143, -0.358, 1.062, -0.840, -0.424, -0.495, -0.107, -0.679, -0.551, 0.288, 0.287, 0.120, 0.298, 0.260, 0.477, 0.138, 0.291, -0.673, -0.319, 0.150, -0.575, 0.283, -0.779, -0.371, -0.394, 0.157, 0.342, 0.277, 0.452, 0.166, 0.288, 0.307, 0.613, -0.104, -0.682, -0.358, 0.831, -0.680, -0.159, -0.411, -0.246, -0.194, 0.347, 0.241, 0.245, 0.370, -0.208, 0.432, 0.407, 0.089, -0.009, -0.790, -0.082, 0.552, -0.751, -0.311, -0.721, 0.005, 0.047, 0.338, 0.301, 0.288, 0.261, 0.266, 0.335, 0.208, -0.364, 0.376, -0.380, -0.223, 0.974, -0.632, -0.364, -0.696, -0.375, -0.456, 0.293, -0.081, 0.341, 0.260, 0.259, 0.323, 0.401, 0.028, 0.360, -0.725, -0.361, 1.205, -0.539, -0.443, -0.378, -0.469, -0.062, 0.327, 0.270, 0.238, 0.302, 0.036, 0.274, 0.267, 0.079, -0.017, 0.077, -0.702, -0.782, -0.023, -0.892, 0.208, 0.432, 0.482, 0.727, 0.511, 0.125, -0.172, -0.602, -0.884, -0.557, 0.124, 0.468, 0.417, 0.445, 0.433, 1.824, -1.087, -0.066, -0.747, -1.554, 0.016, 0.079, 0.496, 0.907, 0.416, 0.094, -0.551, -0.456, -0.701, -0.545, 0.225, 0.434, 0.565, 0.476, 0.596]
}


3.
{
  "formula": "C31H43LuN6OSSi2",
  "method": "ωB97M-V/def2-TZVPD",
  "de_lowest_ev": 0.000,
  "charge": 0,
  "elements": ["Lu", "N", "C", "S", "N", "N", "C", "C", "C", "C", "C", "C", "N", "H", "H", "H", "H", "H", "H", "H", "C", "C", "C", "C", "Si", "O", "C", "C", "C", "C", "C", "C", "C", "C", "C", "C", "C", "C", "H", "H", "H", "H", "H", "H", "H", "H", "H", "H", "H", "H", "H", "H", "H", "H", "H", "H", "H", "C", "Si", "C", "C", "C", "H", "H", "H", "H", "H", "H", "H", "H", "H", "H", "H", "C", "C", "N", "C", "C", "N", "H", "H", "H", "H", "H", "H"],
  "positions_angstrom": [[-0.93125, 0.75793, -0.19429], [-5.38888, -0.69430, 0.14726], [-4.06278, -0.40743, -0.03960], [-3.11292, 0.07850, 1.28494], [-3.65758, -0.44066, -1.31649], [-2.48273, 0.12631, -1.67578], [-2.24754, 0.28449, -2.95678], [-0.97637, 0.83939, -3.40262], [-0.79500, 1.23040, -4.78998], [0.42569, 1.73696, -5.10298], [1.49285, 1.66120, -4.14268], [1.22058, 1.23978, -2.87595], [-0.02589, 0.91915, -2.41612], [-5.73484, -0.99076, 1.04832], [-5.85081, -1.06642, -0.68380], [-3.04186, 0.12180, -3.71970], [-1.59561, 1.12890, -5.54066], [0.60866, 2.16917, -6.11696], [2.45358, 2.16592, -4.26874], [2.05354, 1.18355, -2.15259], [1.08393, -1.70442, 3.38922], [0.24084, -2.85980, 2.71709], [-1.17362, -2.69417, 3.21356], [0.79212, -4.23948, 3.21296], [0.53497, -2.43032, 0.90377], [0.14761, -0.84554, 0.60285], [-0.43959, -3.55854, -0.32939], [-1.85287, -3.55471, -0.24522], [-2.64441, -4.39287, -1.01594], [-2.05882, -5.13197, -2.04584], [-0.69081, -5.16562, -2.13483], [0.11238, -4.41988, -1.25777], [2.41648, -2.74439, 0.56767], [3.05261, -4.00453, 0.92694], [4.43469, -4.06212, 1.07786], [5.24054, -2.95916, 0.62734], [4.57788, -1.82177, 0.13672], [3.17505, -1.73240, 0.08325], [0.84917, -1.72952, 4.50715], [0.77921, -0.67729, 3.03032], [2.14814, -1.90165, 3.31156], [-1.06895, -2.76680, 4.33896], [-1.89119, -3.47934, 2.95879], [-1.61528, -1.66852, 3.01351], [0.68599, -4.21449, 4.35499], [1.81003, -4.40536, 2.98631], [0.11548, -5.07357, 2.85311], [-2.40592, -2.79714, 0.37031], [-3.70045, -4.44637, -0.85521], [-2.75824, -5.64371, -2.76988], [-0.26293, -5.77018, -2.92581], [1.19669, -4.56070, -1.40575], [2.47345, -4.90378, 1.16069], [4.89964, -5.01284, 1.45662], [6.36194, -3.01535, 0.56301], [5.17550, -1.00452, -0.23915], [2.74142, -0.84699, -0.38159], [-1.43735, 5.82330, -2.50756], [-0.79015, 4.72151, -1.04790], [1.11670, 4.47971, -1.31205], [-1.00570, 5.79921, 0.46714], [-1.67736, 3.07498, -0.70847], [-1.05684, 6.88288, -2.30528], [-2.55656, 5.88845, -2.48343], [-1.04756, 5.50825, -3.54247], [1.52939, 5.37821, -0.81897], [1.51659, 4.37078, -2.34207], [1.49899, 3.57211, -0.76129], [-2.11254, 5.87314, 0.53101], [-0.68749, 6.86722, 0.30323], [-0.51370, 5.51064, 1.41843], [-2.44198, 3.02784, -1.46045], [-2.19983, 3.22548, 0.25900], [2.33786, 1.84032, 1.31112], [1.15901, 2.24014, 2.02713], [-0.11251, 1.98585, 1.73445], [-0.91449, 2.66262, 2.70541], [-0.09345, 3.27159, 3.55042], [1.20679, 3.03714, 3.13769], [3.16244, 2.37382, 1.75834], [2.24625, 2.08773, 0.26341], [2.44342, 0.72908, 1.39270], [-2.02101, 2.56402, 2.65385], [-0.36462, 3.79430, 4.45963], [1.98220, 3.60560, 3.47397]],
  "mulliken_charge": [0.857, -0.471, 0.672, -0.496, -1.526, 1.058, -0.953, 1.229, -1.002, -0.330, -0.809, -0.124, 0.178, 0.232, 0.251, 0.255, 0.417, 0.359, 0.402, 0.265, -1.587, 2.113, -1.380, -1.969, -1.215, 1.294, 0.358, 0.046, -0.892, -0.434, -0.699, -0.149, 0.280, -0.564, -0.672, -0.513, -0.477, -0.108, 0.481, 0.091, 0.346, 0.548, 0.258, -0.026, 0.429, 0.496, 0.277, 0.198, 0.398, 0.306, 0.373, 0.287, 0.637, 0.315, 0.308, 0.410, 0.338, -1.041, 0.368, -0.588, -1.138, -1.083, 0.246, 0.302, 0.237, 0.373, 0.334, -0.180, 0.274, 0.350, 0.244, 0.578, 0.306, -0.619, 0.075, 0.735, -0.343, -1.002, 0.004, 0.553, -0.254, -0.100, 0.305, 0.397, 0.298]
}


Q: Which value of charge does entry 1 give?
A: -4


Q: Which formula does entry 1 have?
A: C14H20ClN3O14


Q: Which formula does entry 1 have?
A: C14H20ClN3O14